Entry from the OMol25 dataset: C44H71BN3O35 as an isolated structure at a distorted geometry (ωB97M-V/def2-TZVPD).

Each line ends with the Mulliken charge.
Positions of all 154 atoms, in Å:
1 C 1.262 -1.421 3.503  -1.885
2 C 0.462 -0.887 2.302  2.522
3 C -1.030 -1.173 2.430  -1.682
4 C 0.828 0.592 2.179  -2.266
5 C 0.005 1.590 1.331  2.159
6 C 1.006 2.667 0.838  -1.848
7 C -1.070 2.323 2.125  -1.484
8 O -2.257 1.501 2.322  0.063
9 C -3.410 2.131 1.887  -0.473
10 C -4.579 1.335 2.521  -0.578
11 N -5.709 1.248 1.543  -0.132
12 C -5.356 0.497 0.278  -0.199
13 B -6.423 0.816 -0.875  0.638
14 N -6.614 -0.014 -2.053  -0.621
15 O -7.154 1.968 -0.678  -0.637
16 C -3.921 0.946 -0.181  -0.305
17 N -3.528 2.193 0.436  -0.087
18 H 1.057 -0.865 4.418  0.394
19 H 2.324 -1.388 3.275  0.388
20 H 1.006 -2.467 3.700  0.481
21 H 0.824 -1.458 1.444  -0.200
22 H -1.428 -0.719 3.342  0.230
23 H -1.572 -0.777 1.569  0.005
24 H -1.207 -2.246 2.486  0.679
25 H 1.825 0.618 1.732  0.629
26 H 0.946 0.988 3.193  0.220
27 H -0.456 1.114 0.461  0.084
28 H 1.761 2.785 1.614  0.038
29 H 0.532 3.649 0.758  0.441
30 H 1.486 2.390 -0.095  0.468
31 H -1.375 3.212 1.571  0.534
32 H -0.639 2.621 3.082  0.051
33 H -3.457 3.170 2.226  0.548
34 H -4.249 0.326 2.769  -0.522
35 H -4.914 1.827 3.431  0.604
36 H -6.078 2.170 1.307  0.410
37 H -6.471 0.734 1.983  0.414
38 H -5.318 -0.558 0.556  0.020
39 H -6.072 0.309 -2.851  0.279
40 H -6.286 -0.961 -1.879  0.273
41 H -7.299 2.454 -1.500  0.311
42 H -3.896 1.044 -1.265  0.891
43 H -3.216 0.169 0.114  -0.470
44 H -4.153 2.941 0.154  0.342
45 C 2.967 -4.519 1.071  0.158
46 C 4.190 -4.589 0.171  -0.292
47 O 4.060 -3.375 -0.585  -0.389
48 C 3.325 -2.498 0.124  0.471
49 O 3.171 -1.349 -0.164  -0.526
50 O 2.720 -3.109 1.169  -0.079
51 H 3.096 -4.960 2.054  0.246
52 H 2.099 -4.966 0.586  -0.102
53 H 5.148 -4.570 0.689  0.153
54 H 4.143 -5.458 -0.477  0.385
55 C -1.353 4.755 -1.802  0.705
56 C 0.113 4.721 -2.166  -0.082
57 O 0.337 6.043 -2.666  -0.354
58 C -0.604 6.861 -2.142  0.620
59 O -0.607 8.044 -2.230  -0.561
60 O -1.561 6.137 -1.498  -0.401
61 H -1.595 4.132 -0.942  -0.251
62 H -1.991 4.479 -2.643  -0.012
63 H 0.749 4.557 -1.295  0.166
64 H 0.343 3.980 -2.929  0.241
65 C 3.437 6.744 3.551  -0.274
66 C 2.019 6.945 3.052  -0.374
67 O 1.560 5.594 2.900  -0.306
68 C 2.303 4.800 3.701  0.594
69 O 2.080 3.645 3.896  -0.386
70 O 3.340 5.478 4.224  -0.358
71 H 3.768 7.509 4.247  0.331
72 H 4.157 6.650 2.738  0.201
73 H 1.386 7.448 3.785  0.275
74 H 1.960 7.467 2.101  0.304
75 C -2.375 4.425 -7.071  -0.439
76 C -2.171 5.228 -5.801  -0.377
77 O -1.335 4.357 -5.024  -0.210
78 C -0.684 3.524 -5.871  0.555
79 O 0.199 2.797 -5.539  -0.560
80 O -1.177 3.632 -7.118  -0.300
81 H -2.463 5.028 -7.967  0.411
82 H -3.229 3.749 -7.011  0.232
83 H -1.632 6.160 -5.976  0.303
84 H -3.092 5.439 -5.264  0.324
85 C -5.077 -3.817 2.973  -0.159
86 C -3.655 -3.809 3.492  -0.523
87 O -3.136 -2.598 2.935  -0.004
88 C -4.156 -1.771 2.674  0.378
89 O -4.027 -0.621 2.364  -0.104
90 O -5.344 -2.411 2.806  -0.412
91 H -5.788 -4.256 3.667  0.348
92 H -5.161 -4.310 2.006  0.055
93 H -3.610 -3.733 4.580  0.364
94 H -3.064 -4.659 3.164  0.307
95 C 0.717 -6.233 -3.060  -0.126
96 C 1.730 -5.413 -2.323  0.148
97 O 2.834 -6.312 -2.221  -0.222
98 C 2.755 -7.217 -3.243  0.485
99 O 3.597 -7.984 -3.535  -0.487
100 O 1.523 -7.104 -3.862  -0.369
101 H 0.070 -5.632 -3.696  0.322
102 H 0.109 -6.831 -2.377  0.122
103 H 2.042 -4.513 -2.861  0.178
104 H 1.381 -5.135 -1.331  -0.106
105 C -4.244 -6.125 -0.468  -0.388
106 C -3.102 -6.570 -1.375  -0.446
107 O -2.058 -5.665 -0.993  -0.184
108 C -2.296 -5.239 0.264  0.500
109 O -1.526 -4.625 0.930  -0.466
110 O -3.531 -5.609 0.673  -0.239
111 H -4.895 -6.937 -0.159  0.333
112 H -4.842 -5.324 -0.904  0.254
113 H -2.784 -7.593 -1.169  0.310
114 H -3.316 -6.465 -2.434  0.349
115 C 3.886 3.135 -2.198  -0.302
116 C 5.373 2.995 -1.935  -0.378
117 O 5.607 4.021 -0.961  -0.369
118 C 4.445 4.283 -0.329  0.484
119 O 4.330 4.960 0.643  -0.503
120 O 3.415 3.666 -0.953  -0.077
121 H 3.393 2.190 -2.412  0.345
122 H 3.663 3.852 -2.991  0.235
123 H 5.626 2.030 -1.494  0.261
124 H 5.989 3.167 -2.813  0.316
125 C 5.365 1.173 5.858  -0.433
126 C 3.941 1.350 5.360  0.028
127 O 3.583 -0.003 5.039  -0.054
128 C 4.362 -0.836 5.750  0.475
129 O 4.184 -2.015 5.781  -0.564
130 O 5.357 -0.170 6.366  -0.361
131 H 5.645 1.869 6.644  0.323
132 H 6.096 1.227 5.050  0.277
133 H 3.267 1.727 6.130  0.223
134 H 3.858 1.976 4.478  0.040
135 C -3.258 0.213 -9.272  -0.316
136 C -1.783 0.246 -9.625  -0.317
137 O -1.641 1.548 -10.197  -0.318
138 C -2.628 2.336 -9.725  0.733
139 O -2.683 3.513 -9.867  -0.540
140 O -3.546 1.599 -9.049  -0.338
141 H -3.481 -0.361 -8.376  0.278
142 H -3.878 -0.144 -10.096  0.281
143 H -1.140 0.179 -8.746  0.252
144 H -1.491 -0.511 -10.347  0.298
145 C 6.603 -4.908 5.117  -0.347
146 C 5.158 -4.837 4.673  0.071
147 O 5.205 -5.491 3.396  -0.212
148 C 6.284 -6.312 3.373  0.598
149 O 6.504 -7.109 2.520  -0.527
150 O 7.068 -6.090 4.452  -0.354
151 H 6.725 -5.009 6.192  0.317
152 H 7.189 -4.057 4.766  0.268
153 H 4.492 -5.397 5.331  0.224
154 H 4.787 -3.824 4.565  0.000

Output
HOMO ... -11.57 eV
Multiplicity ... 1
LUMO level ... -0.098 Eh
Orbital gap ... 8.896 eV
Charge ... +1

Entry from the OMol25 dataset: C16H36BeF6O8S4 as an isolated structure at a distorted geometry (ωB97M-V/def2-TZVPD).

Each line ends with the Mulliken charge.
Positions of all 71 atoms, in Å:
1 Be 20.149 -21.634 1.399  0.808
2 C 18.246 -17.449 1.987  0.036
3 O 19.607 -17.717 2.414  -0.240
4 O 17.856 -18.769 1.654  -0.556
5 C 17.302 -16.659 2.978  0.738
6 F 16.181 -16.302 2.321  -0.271
7 F 16.869 -17.245 4.120  -0.266
8 F 17.814 -15.508 3.408  -0.267
9 C 20.425 -16.566 2.745  -0.117
10 C 21.718 -17.237 3.129  -1.227
11 H 21.873 -17.444 4.188  0.307
12 H 21.937 -18.180 2.628  0.259
13 H 22.550 -16.534 3.080  0.406
14 H 20.136 -16.173 3.720  0.218
15 H 20.612 -15.880 1.918  0.331
16 H 18.418 -16.851 1.092  0.187
17 C 17.294 -25.335 1.382  -0.015
18 O 17.169 -24.474 0.298  -0.164
19 O 18.493 -24.880 1.960  -0.525
20 C 15.958 -25.382 2.362  0.746
21 F 16.275 -25.995 3.491  -0.281
22 F 15.494 -24.188 2.649  -0.259
23 F 14.852 -26.020 1.960  -0.277
24 C 15.984 -24.674 -0.568  -0.317
25 C 16.173 -23.602 -1.720  -1.190
26 H 17.087 -23.902 -2.231  0.271
27 H 15.406 -23.619 -2.493  0.384
28 H 16.246 -22.622 -1.248  0.300
29 H 15.050 -24.411 -0.072  0.311
30 H 15.947 -25.676 -0.994  0.334
31 H 17.412 -26.264 0.824  0.249
32 C 23.694 -24.310 4.724  -0.693
33 S 24.590 -23.168 3.595  0.440
34 O 23.690 -22.634 2.519  -0.527
35 C 24.864 -21.821 4.792  -0.908
36 H 23.097 -23.558 5.240  0.107
37 H 24.386 -24.722 5.459  0.342
38 H 23.071 -25.068 4.250  0.329
39 H 25.165 -20.968 4.184  0.312
40 H 25.606 -21.992 5.573  0.381
41 H 24.002 -21.457 5.351  0.252
42 C 23.238 -25.838 -1.152  -0.892
43 S 21.893 -25.225 -2.281  0.459
44 O 21.562 -23.872 -1.753  -0.531
45 C 22.700 -25.011 -3.914  -0.904
46 H 22.716 -26.034 -0.215  0.273
47 H 23.939 -25.055 -0.864  0.305
48 H 23.769 -26.732 -1.477  0.363
49 H 23.089 -25.984 -4.215  0.341
50 H 23.525 -24.300 -3.872  0.292
51 H 21.966 -24.696 -4.655  0.303
52 C 22.786 -17.031 -2.679  -0.911
53 S 22.162 -18.765 -2.738  0.451
54 O 21.750 -19.156 -1.337  -0.487
55 C 20.473 -18.386 -3.415  -0.881
56 H 22.139 -16.455 -2.017  0.268
57 H 22.765 -16.544 -3.655  0.360
58 H 23.801 -16.965 -2.289  0.313
59 H 19.931 -17.828 -2.652  0.244
60 H 19.901 -19.264 -3.717  0.309
61 H 20.501 -17.749 -4.299  0.360
62 C 20.107 -21.121 8.363  -0.881
63 S 19.407 -20.430 6.776  0.462
64 O 20.141 -21.122 5.600  -0.519
65 C 17.721 -21.373 6.803  -0.979
66 H 20.296 -22.144 8.038  0.274
67 H 19.320 -21.194 9.113  0.357
68 H 20.989 -20.542 8.637  0.289
69 H 17.118 -21.191 7.693  0.366
70 H 17.889 -22.445 6.694  0.317
71 H 17.068 -21.145 5.961  0.331

Output
HOMO ... -7.89 eV
Multiplicity ... 1
LUMO level ... -0.171 Eh
Relative energy (zero: lowest compared OMol25 entry of this formula, charge and spin) ... 1134.8 kJ/mol
Orbital gap ... 3.235 eV

Entry from the OMol25 dataset: a 2-piece molecular cluster, C2H6Cl2OSi overall at a distorted geometry (ωB97M-V/def2-TZVPD).

Each line ends with the Mulliken charge.
Positions of all 12 atoms, in Å:
1 C 1.664 0.201 1.051  -0.312
2 C -1.085 -0.503 -1.544  -0.911
3 O 0.772 1.105 0.350  -0.173
4 Si -0.687 0.666 -0.151  0.630
5 Cl -1.924 2.250 -0.232  -0.166
6 Cl -0.926 -1.438 2.420  -0.627
7 H 2.328 -0.097 0.240  0.195
8 H 1.007 -0.559 1.548  0.142
9 H 2.153 0.795 1.787  0.205
10 H -0.439 -0.219 -2.388  0.338
11 H -0.770 -1.538 -1.304  0.330
12 H -2.095 -0.662 -1.776  0.349

Output
HOMO ... -9.02 eV
Multiplicity ... 1
LUMO level ... -0.047 Eh
Relative energy (zero: lowest compared OMol25 entry of this formula, charge and spin) ... 307.1 kJ/mol
Orbital gap ... 7.737 eV

Q: Which value of orbital gap does entry 3 give?
A: 7.737 eV

Q: Among the records above, which one has the highest LUMO level?
A: C2H6Cl2OSi

Q: Look up the multiplicity of the third one.
A: 1

Q: What is the LUMO level in the second record?
A: -0.171 Eh